A.
H4N2OS | ωB97M-V/def2-TZVPD

* gap between HOMO and LUMO: 10.4 eV
* E_HOMO: -9.7 eV
* LUMO energy: 0.720 eV

```
8
Properties=species:S:1:pos:R:3:lowdin_charge:R:1
N 1.2678 -0.8029 -0.2000 -0.34
N 0.2830 1.3591 0.4249 -0.19
O -1.5408 -0.6086 0.2116 -0.45
S 0.2735 -0.3262 0.7775 0.90
H 1.3887 -1.8178 -0.2015 0.02
H 1.0205 1.5659 -0.2198 0.03
H -0.5052 1.5162 -0.1108 -0.01
H -2.2716 0.1032 0.2855 0.04
```

***

B.
H4N2OS | ωB97M-V/def2-TZVPD

* gap between HOMO and LUMO: 9.9 eV
* E_HOMO: -9.2 eV
* LUMO energy: 0.708 eV

```
8
Properties=species:S:1:pos:R:3:lowdin_charge:R:1
N -0.2865 1.2097 -0.1404 -0.20
N 0.1028 -1.3027 -0.2750 -0.27
O 2.0275 0.2867 0.7126 -0.54
S 1.0419 0.0899 -0.4787 0.81
H -1.1227 1.1417 -0.6488 0.00
H 0.0483 2.1520 0.0229 0.03
H -0.2884 -1.8534 -1.0940 0.07
H 0.2204 -1.8643 0.6241 0.09
```

***

B wins, 1.033 eV ahead of the next structure.

***

A.
C15H22O2 | ωB97M-V/def2-TZVPD

* gap between HOMO and LUMO: 9.5 eV
* SMILES string: C=C1C[C@@]2(O)O[C@@]3(CC2=C(C)C)[C@@H](C)CC[C@@H]13
* E_HOMO: -8.7 eV
* LUMO energy: 0.792 eV

```
39
Properties=species:S:1:pos:R:3:lowdin_charge:R:1
C 2.4115 3.0861 0.0579 0.07
C 1.9239 1.9289 0.6035 -0.22
C 2.6294 0.6025 0.3866 -0.02
C 1.5275 -0.4993 0.2685 -0.43
O 2.1240 -1.7907 0.3362 0.04
O 0.8108 -0.4728 1.5103 0.01
C -0.0784 0.6494 1.3770 -0.39
C -0.6913 0.5073 -0.0056 -0.04
C 0.3852 -0.2724 -0.7064 -0.08
C 0.4242 -0.4342 -2.0546 -0.28
C -0.6603 -0.0113 -2.9999 -0.04
C 1.6295 -1.0441 -2.6533 -0.06
C -1.0253 0.7634 2.5791 -0.30
C -1.6464 -0.5521 3.0231 -0.05
C -0.1983 1.3673 3.7025 -0.14
C 0.9868 2.0547 2.9872 -0.13
C 0.6919 1.9778 1.5065 -0.21
H 1.9756 4.0642 0.2498 0.06
H 3.2427 3.0739 -0.6446 0.06
H 3.2489 0.6188 -0.5147 0.13
H 3.2615 0.3722 1.2249 0.13
H 1.6773 -2.1990 1.0643 0.09
H -1.6116 -0.0719 0.0730 0.12
H -0.9422 1.4646 -0.5170 0.15
H -0.7846 -0.7663 -3.7892 0.08
H -1.6156 0.1846 -2.5030 0.08
H -0.2717 0.8962 -3.5150 0.10
H 2.4697 -1.2768 -1.9734 0.08
H 1.3911 -1.9872 -3.1596 0.09
H 2.0726 -0.4124 -3.4279 0.09
H -1.7911 1.4684 2.3307 0.14
H -0.9087 -1.2856 3.3765 0.09
H -2.3710 -0.4348 3.8268 0.08
H -2.1010 -0.9801 2.1427 0.07
H 0.2022 0.5703 4.3555 0.12
H -0.7631 2.0798 4.3249 0.12
H 1.0977 3.0902 3.3258 0.12
H 1.9149 1.5231 3.2507 0.12
H -0.0004 2.7852 1.2183 0.16
```

***

B.
C15H22O2 | ωB97M-V/def2-TZVPD

* gap between HOMO and LUMO: 9.9 eV
* E_HOMO: -9.3 eV
* LUMO energy: 0.623 eV

```
39
Properties=species:S:1:pos:R:3:lowdin_charge:R:1
O -2.1871 -0.8293 2.2128 0.08
O -1.4504 2.2970 1.2202 0.07
C -1.4642 -0.2423 1.3728 -0.24
C -0.0911 1.0475 3.1035 0.00
C 1.7201 -2.6107 0.5183 -0.07
C 0.9910 -2.8821 -1.8703 -0.02
C -1.8267 2.0845 -1.6062 0.01
C 0.7896 2.8205 0.3740 -0.08
C -0.7875 -2.2055 0.0908 -0.04
C 0.9574 -0.6003 -0.5406 -0.12
C 0.7270 2.4888 -1.0855 -0.08
C -1.3535 -0.7437 -0.0963 -0.12
C -0.8268 1.0364 1.7817 -0.22
C -0.3669 0.0187 -1.0225 -0.18
C -0.3628 1.8936 0.5023 -0.40
C 0.6716 -2.0936 -0.5074 -0.48
C -0.5495 1.5764 -0.9775 -0.32
H -0.7542 0.6540 3.8924 0.09
H 0.8421 0.4520 2.9256 0.10
H 0.1635 2.0750 3.4733 0.10
H 1.4354 -3.6465 0.7423 0.08
H 2.7129 -2.7669 0.0296 0.09
H 1.7829 -2.0092 1.4594 0.09
H 2.0880 -2.9087 -2.0945 0.09
H 0.4639 -2.4561 -2.6766 0.05
H 0.6988 -3.9255 -1.7559 0.08
H -2.6446 1.7845 -1.0105 0.07
H -1.6675 3.1373 -1.6606 0.08
H -1.9135 1.7407 -2.6483 0.10
H 1.6496 2.6381 0.9611 0.10
H 0.4948 3.8111 0.7012 0.13
H -1.2908 -2.8899 -0.5936 0.12
H -0.7969 -2.6066 1.0251 0.08
H 1.8095 -0.3430 -1.2011 0.13
H 1.1749 -0.1778 0.5075 0.14
H 1.4894 1.9977 -1.6301 0.10
H 0.5611 3.5076 -1.4703 0.12
H -2.4141 -0.8145 -0.4149 0.16
H -0.4753 -0.3092 -2.0312 0.13
```

***

A wins, 2.533 eV ahead of the next structure.

***

A.
HN3O3 | ωB97M-V/def2-TZVPD

* gap between HOMO and LUMO: 12.5 eV
* SMILES string: O=[N+]([O-])O.N#N
* E_HOMO: -12.4 eV
* LUMO energy: 0.115 eV

```
7
Properties=species:S:1:pos:R:3:lowdin_charge:R:1
O 1.1952 1.0664 1.1941 0.16
N 0.6612 0.7870 0.1900 -0.44
O -0.4236 1.0054 -0.2488 0.04
O 1.3740 -0.2147 -0.6627 0.05
H 0.7522 -0.2036 -1.4043 0.09
N -2.2875 -1.1292 0.6849 0.07
N -1.2716 -1.3112 0.2466 0.04
```

***

B.
HN3O3 | ωB97M-V/def2-TZVPD

* gap between HOMO and LUMO: 12.4 eV
* SMILES string: O=[N+]([O-])O.N#N
* E_HOMO: -11.8 eV
* LUMO energy: 0.598 eV

```
7
Properties=species:S:1:pos:R:3:lowdin_charge:R:1
O 2.0898 -0.7934 0.2081 0.17
N 1.5537 0.2089 0.4255 -0.51
O 1.6812 1.0669 1.2186 0.06
O 0.6127 0.4830 -0.5268 0.06
H 0.0546 1.2924 -0.4663 0.08
N 0.2067 3.8686 1.2081 0.10
N 0.2482 2.8960 0.7037 0.04
```

***

A wins, 0.247 eV ahead of the next structure.

***

A.
C4H6IN2 | ωB97M-V/def2-TZVPD

* gap between HOMO and LUMO (spin up / spin down): 6.4 / 7.8 eV
* total charge: +1
* E_HOMO (spin up / spin down): -12.0 / -12.2 eV
* LUMO energy (spin up / spin down): -5.509 / -4.379 eV

```
13
Properties=species:S:1:pos:R:3:lowdin_charge:R:1
C -1.7145 0.6274 -0.3719 -0.20
C -2.8782 0.2561 0.1646 -0.65
C -0.3074 0.4344 0.0038 -0.32
C -0.0130 -1.9876 0.1511 0.09
N 0.3216 -0.7356 0.1309 0.02
N 0.3719 1.5620 0.3932 0.14
I -4.8431 -0.0609 0.0091 1.00
H -1.9508 1.4544 -1.1116 0.14
H 0.8637 -2.6480 0.1079 0.10
H -1.1347 -2.3997 0.2449 0.16
H 1.3783 -0.5783 0.2944 0.22
H -0.3124 2.2923 0.6156 0.12
H 1.1946 2.0055 -0.1234 0.17
```

***

B.
C4H6IN2 | ωB97M-V/def2-TZVPD

* gap between HOMO and LUMO: 7.9 eV
* total charge: +1
* E_HOMO: -12.5 eV
* LUMO energy: -4.595 eV

```
13
Properties=species:S:1:pos:R:3:lowdin_charge:R:1
C 2.3959 -1.7300 1.0433 0.07
C 2.9955 -0.5926 0.4627 -0.70
C -1.6363 1.0669 -0.4003 -0.36
C 1.7316 -0.5597 1.1643 0.08
N -1.0858 0.1476 0.2585 0.04
N -2.6573 0.9943 -1.3134 0.10
I 4.3949 0.2845 -0.6247 1.15
H 2.4274 -2.7984 1.0069 0.13
H -1.3558 2.0612 -0.2874 0.09
H 0.7853 -0.0711 1.6560 0.15
H -1.6878 -0.6581 0.3663 0.05
H -3.2332 1.7250 -1.6744 0.09
H -3.0744 0.1303 -1.6578 0.11
```

***

B wins, 1.232 eV ahead of the next structure.